Entry i
{
  "formula": "C18H23N6O6PPd",
  "method": "wB97M-V/def2-TZVPD",
  "species": ["Pd", "C", "C", "C", "C", "N", "C", "C", "C", "C", "C", "C", "N", "H", "H", "H", "H", "H", "H", "H", "H", "C", "C", "N", "C", "C", "N", "C", "O", "O", "C", "O", "O", "H", "H", "H", "H", "H", "N", "C", "P", "O", "O", "C", "N", "H", "H", "H", "H", "H", "H", "H", "H", "H", "H"],
  "coordinates": [[-0.30102, -0.41202, -0.11439], [-3.26626, -3.65196, 0.48200], [-4.50593, -3.03787, 0.44483], [-4.57267, -1.65659, 0.35331], [-3.39749, -0.92250, 0.30255], [-2.20183, -1.52594, 0.32329], [-2.13720, -2.85556, 0.41210], [-3.38827, 0.57221, 0.24826], [-4.50589, 1.34606, 0.53177], [-4.38600, 2.72688, 0.49482], [-3.16002, 3.29270, 0.17996], [-2.09459, 2.44643, -0.08223], [-2.21132, 1.11962, -0.04751], [-3.16763, -4.72494, 0.56081], [-5.41361, -3.62473, 0.48650], [-5.53293, -1.16398, 0.31427], [-1.14608, -3.28930, 0.43044], [-5.44808, 0.89123, 0.80046], [-5.23970, 3.35178, 0.72031], [-3.02525, 4.36465, 0.14806], [-1.11340, 2.83534, -0.32874], [-1.60388, -0.01637, 3.41226], [-0.18391, 0.01406, 2.98585], [0.29818, -0.10552, 1.75918], [1.67463, -0.01665, 1.84104], [2.02941, 0.15988, 3.14023], [0.85177, 0.18114, 3.83186], [3.30583, 0.32708, 3.90487], [4.43276, 0.28991, 3.22268], [3.23194, 0.47921, 5.09194], [2.46098, -0.10653, 0.60926], [3.67268, 0.00191, 0.56824], [1.72318, -0.31240, -0.45499], [-2.24783, -0.04663, 2.54081], [-1.84437, 0.86988, 3.99952], [-1.80101, -0.89497, 4.02757], [0.82044, 0.30523, 4.83707], [4.28656, 0.14218, 2.26145], [-1.69967, 1.18190, -4.56114], [-0.81738, -0.03024, -4.68717], [0.19192, 0.02665, -3.14745], [0.46191, 1.48119, -2.94964], [-0.60545, -0.76384, -2.13090], [1.79628, -0.78066, -3.53581], [2.86665, -0.02139, -2.82753], [-1.10496, 1.94431, -4.18837], [-2.44115, 1.02451, -3.87520], [-2.12904, 1.45611, -5.44561], [-0.19275, 0.12428, -5.56571], [-1.43137, -0.91772, -4.81137], [1.99146, -0.75491, -4.60700], [1.81252, -1.81187, -3.18899], [3.80043, -0.37540, -3.03278], [2.66338, -0.10775, -1.78944], [2.81373, 0.97345, -3.06130]],
  "homo_energy_ev": -14.2735,
  "e_lumo_ev": -5.83,
  "total_charge": 2,
  "multiplicity": 1
}


Entry ii
{
  "formula": "C18H23N6O6PPd",
  "method": "wB97M-V/def2-TZVPD",
  "species": ["Pd", "C", "C", "C", "C", "N", "C", "C", "C", "C", "C", "C", "N", "H", "H", "H", "H", "H", "H", "H", "H", "C", "C", "N", "C", "C", "N", "C", "O", "O", "C", "O", "O", "H", "H", "H", "H", "H", "N", "C", "P", "O", "O", "C", "N", "H", "H", "H", "H", "H", "H", "H", "H", "H", "H"],
  "coordinates": [[0.33781, 0.59366, -0.23361], [4.55309, 0.13562, 0.02300], [4.97463, 1.45268, 0.11095], [4.03938, 2.47140, 0.04085], [2.70441, 2.14846, -0.11499], [2.30576, 0.86653, -0.18653], [3.20390, -0.11788, -0.12327], [1.60712, 3.13225, -0.17915], [1.79019, 4.49230, -0.32401], [0.68051, 5.32233, -0.33342], [-0.58036, 4.77201, -0.18406], [-0.69690, 3.39999, -0.06222], [0.37356, 2.59845, -0.07319], [5.25478, -0.68454, 0.07271], [6.02333, 1.68820, 0.23254], [4.34899, 3.50330, 0.11841], [2.80753, -1.11485, -0.21810], [2.78282, 4.90445, -0.43211], [0.80525, 6.39072, -0.44751], [-1.46737, 5.38903, -0.16465], [-1.65496, 2.92610, 0.07278], [-2.44429, 1.42667, -2.47185], [-2.61270, 0.96025, -1.07028], [-1.66963, 0.46060, -0.28414], [-2.27180, 0.10732, 0.92014], [-3.60042, 0.37637, 0.83208], [-3.78183, 0.92120, -0.41375], [-4.79242, 0.31601, 1.73527], [-4.66858, -0.35457, 2.85839], [-5.79059, 0.88675, 1.38353], [-1.49738, -0.56840, 1.99914], [-2.08781, -1.20851, 2.87292], [-0.23327, -0.49317, 1.85141], [-1.38564, 1.53839, -2.69649], [-2.94578, 2.38047, -2.63508], [-2.86817, 0.70188, -3.16761], [-4.68900, 1.23345, -0.73956], [-3.75695, -0.74486, 2.94204], [0.14096, -2.99453, 2.35048], [1.04956, -3.34235, 1.21850], [0.24849, -2.88941, -0.36610], [-1.13276, -3.47061, -0.26510], [0.50798, -1.47072, -0.77799], [1.03081, -3.96679, -1.65311], [-0.05599, -4.91706, -2.10299], [-0.80022, -3.37705, 2.19945], [-0.00854, -1.93052, 2.39281], [0.48196, -3.34305, 3.24688], [1.20401, -4.42041, 1.23835], [2.00628, -2.84121, 1.35582], [1.88718, -4.53694, -1.29962], [1.33690, -3.35464, -2.49720], [0.17506, -5.89626, -1.93390], [-0.27704, -4.81234, -3.09363], [-0.89187, -4.64618, -1.52325]],
  "homo_energy_ev": -14.4713,
  "e_lumo_ev": -6.08,
  "total_charge": 2,
  "multiplicity": 1
}


Result of the stability comparison: entry i is the least stable of them.